A structure of composition C34H39BCsF5N12OSSi. Source: OMol25; level of theory: ωB97M-V with the def2-TZVPD basis set.

Structure (XYZ):
```
95
Properties=species:S:1:pos:R:3:mulliken_charge:R:1
Cs 0.19 -0.72 -0.69 0.809
C -0.25 3.79 -1.64 -1.461
C -0.39 3.30 -0.33 -0.048
N 0.73 2.72 0.09 -0.581
N 1.60 2.82 -0.93 1.866
C 1.04 3.44 -1.99 -0.444
B 3.03 2.25 -0.87 0.321
N 3.31 1.61 0.50 0.309
C 4.01 2.14 1.52 -0.303
C 3.98 1.24 2.57 -1.422
C 3.21 0.18 2.07 -0.304
N 2.82 0.40 0.83 0.107
N 3.19 1.19 -1.98 0.396
C 4.32 0.55 -2.34 -0.318
C 3.98 -0.41 -3.26 -1.151
C 2.59 -0.28 -3.41 -0.120
N 2.13 0.69 -2.63 -0.353
N 4.01 3.43 -1.05 0.491
C 3.77 4.73 -0.75 -0.223
C 4.96 5.41 -0.85 -0.915
C 5.89 4.43 -1.21 -0.313
N 5.31 3.24 -1.32 -1.111
H -0.98 4.31 -2.24 0.434
H -1.25 3.34 0.32 0.119
H 1.59 3.60 -2.90 0.634
H 4.49 3.10 1.44 0.434
H 4.43 1.34 3.54 0.428
H 2.93 -0.73 2.57 0.322
H 5.27 0.83 -1.91 0.471
H 4.64 -1.10 -3.76 0.428
H 1.92 -0.84 -4.03 0.379
H 2.78 5.06 -0.48 0.384
H 5.13 6.46 -0.68 0.411
H 6.94 4.53 -1.40 0.423
N 0.08 -3.93 2.33 -0.470
C 0.77 -4.08 1.06 0.173
C 2.03 -3.22 1.05 -0.527
N 2.50 -3.00 -0.32 -0.286
H 0.61 -4.36 3.09 0.184
H -0.83 -4.36 2.31 0.209
H 0.11 -3.73 0.26 -0.142
H 1.02 -5.12 0.82 0.295
H 2.79 -3.67 1.70 0.360
H 1.77 -2.25 1.48 -0.014
H 2.86 -3.85 -0.73 0.229
H 3.23 -2.30 -0.34 0.161
S -3.72 1.13 -0.24 -0.338
C -3.31 0.69 -1.81 0.323
N -2.18 1.19 -2.38 0.184
C -1.74 0.90 -3.63 0.136
C -2.46 0.08 -4.43 -0.963
C -3.65 -0.48 -3.90 0.000
C -4.05 -0.20 -2.64 -0.901
H -1.63 1.82 -1.80 -0.152
H -0.79 1.35 -3.91 0.346
H -2.11 -0.16 -5.42 0.429
H -4.22 -1.17 -4.51 0.377
H -4.93 -0.65 -2.21 0.380
F -3.01 -5.96 -5.54 -0.342
C -2.61 -5.01 -4.66 0.638
C -1.70 -4.03 -5.03 0.124
F -1.20 -4.04 -6.28 -0.344
C -1.31 -3.06 -4.13 0.011
F -0.39 -2.15 -4.55 -0.385
C -1.79 -2.98 -2.80 -0.279
O -1.43 -2.08 -1.98 -0.267
C -2.70 -4.01 -2.48 0.230
F -3.22 -4.04 -1.23 -0.268
C -3.10 -4.99 -3.37 0.053
F -3.99 -5.93 -2.98 -0.340
C -2.25 3.08 3.36 -0.786
Si -1.15 1.71 4.03 -0.021
C -1.29 1.67 5.92 -1.182
C 0.64 2.00 3.60 -0.486
N -1.64 0.23 3.27 0.096
C -2.66 -0.60 3.35 -0.107
C -3.67 -0.54 4.36 0.133
C -4.71 -1.45 4.37 -0.797
C -4.79 -2.44 3.39 -0.391
C -3.82 -2.52 2.39 -0.738
C -2.77 -1.62 2.37 -0.314
H -1.83 4.05 3.61 0.308
H -3.25 3.02 3.79 0.341
H -2.34 3.01 2.28 0.084
H -0.83 2.57 6.32 0.339
H -0.76 0.81 6.33 0.350
H -2.32 1.64 6.27 0.346
H 0.97 2.96 3.99 0.358
H 0.81 1.99 2.53 -0.155
H 1.27 1.23 4.04 0.293
H -3.61 0.23 5.11 0.221
H -5.47 -1.38 5.14 0.368
H -5.61 -3.14 3.40 0.387
H -3.90 -3.26 1.61 0.464
H -2.03 -1.65 1.59 0.964
```

Output
Orbital gap (alpha / beta) ... 7.1 / 6.0 eV
Highest occupied orbital energy (alpha / beta) ... -5.1 / -5.1 eV
LUMO level (alpha / beta) ... 1.94 / 0.83 eV
Total charge ... -1
2S+1 ... 2
Relative energy (zero: lowest compared OMol25 entry of this formula, charge and spin) ... 81.5 kJ/mol
<S²> ... 0.797

=====

A cluster of 9 separate species, C6H27NO8 in total. Source: OMol25; level of theory: ωB97M-V with the def2-TZVPD basis set.

Structure (XYZ):
```
42
Properties=species:S:1:pos:R:3:mulliken_charge:R:1
C -2.37 -1.99 1.98 -0.631
C -1.44 -2.20 2.91 -0.378
C -0.24 -1.39 3.15 -0.238
C 0.67 -1.20 2.23 -0.144
C 1.92 -0.43 2.44 -0.624
N 1.94 0.73 1.53 -0.311
C 2.91 0.57 0.41 -0.596
H -2.14 -1.40 1.13 0.171
H -3.17 -2.65 1.86 0.317
H -1.64 -2.83 3.79 0.272
H -0.13 -0.88 4.13 0.334
H 0.66 -1.75 1.27 0.290
H 1.93 -0.03 3.45 0.289
H 2.86 -1.02 2.39 0.317
H 1.11 1.13 1.15 0.252
H 3.71 0.09 0.96 0.392
H 3.35 1.52 -0.05 0.264
H 2.51 0.00 -0.40 0.047
O -1.51 3.32 0.65 -0.626
H -0.72 3.80 0.47 0.320
H -2.22 3.92 0.81 0.301
O 1.27 0.86 -3.48 -0.612
H 1.57 1.40 -4.21 0.261
H 0.42 1.20 -3.10 0.384
O -2.70 3.50 -1.83 -0.708
H -3.50 3.08 -1.51 0.329
H -2.08 3.78 -1.16 0.355
O -1.52 1.33 -2.74 -0.778
H -1.74 2.26 -2.40 0.435
H -2.04 1.44 -3.54 0.273
O -0.44 -0.85 -1.61 -0.581
H 0.37 -1.19 -1.96 0.302
H -0.86 -0.05 -1.84 0.331
O -3.36 0.77 -0.52 -0.665
H -2.67 0.69 -1.19 0.412
H -2.87 0.73 0.40 0.300
O 2.11 -3.56 0.35 -0.661
H 1.37 -3.78 -0.24 0.317
H 1.76 -3.20 1.17 0.378
O 1.99 -2.03 -2.17 -0.623
H 2.13 -1.52 -2.97 0.251
H 2.79 -2.18 -1.70 0.282
```

Output
Orbital gap ... 8.0 eV
Highest occupied orbital energy ... -8.1 eV
LUMO level ... -0.07 eV
Total charge ... 0
2S+1 ... 1
Structure (SMILES) ... C=C/C=C/CNC.O.O.O.O.O.O.O.O
Relative energy (zero: lowest compared OMol25 entry of this formula, charge and spin) ... 400.7 kJ/mol

=====

The molecule C18H12Cl3N5O. Source: OMol25; level of theory: ωB97M-V with the def2-TZVPD basis set.

Structure (XYZ):
```
39
Properties=species:S:1:pos:R:3:mulliken_charge:R:1
N -0.64 -3.32 0.83 -0.337
C -0.55 -2.05 0.64 0.135
N -1.63 -1.33 0.93 -0.660
C -1.53 -0.03 0.84 -0.240
C -2.83 0.68 0.95 0.432
C -3.53 0.72 2.20 -0.350
C -4.77 1.28 2.22 -0.747
C -5.29 1.92 1.06 -0.404
C -4.65 1.81 -0.12 -0.668
C -3.43 1.22 -0.17 0.531
Cl -2.62 1.11 -1.77 -0.135
C -0.35 0.58 0.48 0.178
C 0.70 -0.22 0.14 0.867
N 0.66 -1.54 0.29 -0.477
N 1.95 0.25 -0.22 0.383
C 2.93 -0.66 -0.82 -0.848
C 2.81 -1.18 -2.09 0.856
Cl 1.52 -0.63 -3.07 -0.190
C 3.77 -1.98 -2.60 -0.463
C 4.90 -2.30 -1.88 -0.670
C 5.06 -1.77 -0.59 -0.734
C 4.10 -0.94 -0.01 0.560
Cl 4.23 -0.73 1.62 -0.204
C 2.01 1.63 -0.47 0.420
O 2.99 2.15 -0.89 -0.656
N 0.91 2.41 -0.28 -0.209
C -0.37 2.14 0.41 -0.489
H 0.17 -3.90 0.88 0.242
H -1.57 -3.65 0.88 0.243
H -3.05 0.37 3.18 0.312
H -5.29 1.55 3.12 0.319
H -6.13 2.58 1.05 0.383
H -4.99 2.19 -1.08 0.416
H 3.63 -2.14 -3.64 0.406
H 5.63 -2.66 -2.49 0.427
H 5.76 -2.09 0.09 0.462
H 0.97 3.21 -0.88 0.230
H -1.13 2.63 -0.15 0.542
H -0.33 2.68 1.41 0.133
```

Output
Orbital gap ... 9.2 eV
Highest occupied orbital energy ... -8.5 eV
LUMO level ... 0.63 eV
Total charge ... 0
2S+1 ... 1
Structure (SMILES) ... Nc1nc(-c2ccccc2Cl)c2c(n1)N(c1c(Cl)cccc1Cl)C(=O)NC2

=====

A cluster of 2 separate species, C4H12N2 in total. Source: OMol25; level of theory: ωB97M-V with the def2-TZVPD basis set.

Structure (XYZ):
```
18
Properties=species:S:1:pos:R:3:mulliken_charge:R:1
C 0.59 -0.19 0.46 -0.648
C 0.53 1.12 -0.25 -0.158
C -0.81 0.71 -0.90 -0.489
C -0.70 -0.38 -1.70 -0.054
N -1.92 -1.17 -2.05 -0.232
N 1.80 0.38 2.79 -0.266
H -0.26 -0.54 1.09 0.405
H 1.55 -0.73 0.39 0.489
H 0.51 2.03 0.41 0.432
H 1.45 1.10 -0.82 0.325
H -1.67 1.10 -0.40 0.387
H 0.16 -0.74 -2.31 0.404
H -2.21 -1.86 -1.34 0.390
H -2.75 -0.57 -2.00 0.409
H -1.77 -1.58 -2.94 0.381
H 1.43 1.30 3.09 0.410
H 1.39 -0.45 3.26 0.418
H 2.68 0.48 3.23 0.396
```

Output
Orbital gap (alpha / beta) ... 9.6 / 6.1 eV
Highest occupied orbital energy (alpha / beta) ... -24.4 / -24.3 eV
LUMO level (alpha / beta) ... -14.83 / -18.24 eV
Total charge ... +3
2S+1 ... 2
Relative energy (zero: lowest compared OMol25 entry of this formula, charge and spin) ... 336.8 kJ/mol
<S²> ... 0.758

=====

A structure of composition C25H44FeO2P2. Source: OMol25; level of theory: ωB97M-V with the def2-TZVPD basis set.

Structure (XYZ):
```
74
Properties=species:S:1:pos:R:3:mulliken_charge:R:1
Fe 2.34 0.44 -1.04 0.458
C -0.91 -1.28 2.99 0.961
C -0.45 -2.19 2.01 0.437
C 1.33 -1.56 3.33 0.859
C 0.17 -0.93 3.84 0.286
C 0.95 -2.31 2.19 0.489
C -2.23 -0.63 3.02 -1.751
H -2.95 -1.18 2.40 0.257
H -2.14 0.39 2.61 0.251
H -2.59 -0.53 4.05 0.598
C 0.14 0.10 4.89 -1.565
H -0.88 0.32 5.21 0.362
H 0.58 1.03 4.50 0.143
H 0.74 -0.20 5.76 0.401
C 2.72 -1.43 3.83 -1.482
H 3.28 -2.37 3.72 0.460
H 2.71 -1.13 4.88 0.343
H 3.28 -0.66 3.26 0.142
C 1.89 -2.94 1.26 -1.357
H 2.68 -3.41 1.86 0.347
H 2.39 -2.21 0.59 0.055
H 1.35 -3.66 0.64 0.348
C -1.26 -2.82 0.94 -1.598
H -0.85 -3.80 0.67 0.538
H -1.31 -2.22 0.01 0.085
H -2.29 -2.99 1.27 0.406
C -2.74 2.59 0.53 -1.056
C -3.95 2.15 0.86 -0.431
C -4.84 1.20 0.13 -0.720
C -4.85 1.30 -1.42 -0.766
C -3.94 0.32 -2.09 -0.773
C -2.77 -0.13 -1.64 -0.717
C -1.89 0.45 -0.58 1.476
C -1.83 1.99 -0.48 -0.182
H -5.85 1.49 0.46 0.521
H -4.58 2.31 -1.79 0.255
H -4.64 0.16 0.46 0.151
H -2.02 2.44 -1.46 0.311
H -2.35 3.48 1.05 0.372
H -4.37 2.46 1.82 0.395
H -0.80 2.28 -0.19 0.506
H -2.06 0.01 0.42 -0.281
H -2.32 -1.04 -2.07 0.622
H -0.86 0.18 -0.83 -0.717
H -5.88 1.08 -1.78 0.463
H -4.25 -0.04 -3.06 0.389
P 0.94 0.94 -2.75 1.293
C 0.55 2.63 -3.27 -1.148
C -0.11 0.12 -4.05 -1.557
P 3.07 -0.94 -2.54 1.020
C 2.60 0.58 -3.55 -1.173
C 1.99 -2.29 -3.18 -1.176
C 4.77 -1.23 -3.05 -1.220
H 1.37 3.28 -2.95 0.437
H -0.37 2.93 -2.75 0.207
H 0.41 2.65 -4.36 0.459
H 0.14 0.56 -5.03 0.529
H -1.17 0.30 -3.83 0.424
H 0.02 -0.96 -4.11 0.344
H 4.95 -0.96 -4.10 0.407
H 5.02 -2.28 -2.86 0.389
H 5.40 -0.59 -2.41 0.395
H 3.28 1.44 -3.38 0.451
H 2.43 0.41 -4.63 0.553
H 2.47 -3.26 -2.97 0.459
H 1.79 -2.19 -4.26 0.370
H 1.03 -2.29 -2.63 0.284
C 2.80 2.40 2.72 -1.105
C 2.09 1.69 1.56 0.708
O 0.84 1.63 1.53 -0.523
O 2.89 1.17 0.66 -1.019
H 3.88 2.46 2.54 0.309
H 2.61 1.85 3.66 0.223
H 2.39 3.41 2.91 0.366
```

Output
Orbital gap (alpha / beta) ... 5.7 / 4.1 eV
Highest occupied orbital energy (alpha / beta) ... -9.0 / -8.9 eV
LUMO level (alpha / beta) ... -3.30 / -4.78 eV
Total charge ... +1
2S+1 ... 6
Relative energy (zero: lowest compared OMol25 entry of this formula, charge and spin) ... 0.0 kJ/mol
<S²> ... 8.786

=====

no.,DFT total energy (a.u.)
1,-3283.54099
2,-901.37462
3,-2422.74537
4,-267.66943
5,-3075.52455